Computed, not measured: a 2-piece molecular cluster, C3H7OPS2 overall at a distorted geometry, with ωB97M-V/def2-TZVPD.

Each line ends with the Löwdin charge.
Element x y z (Å)
C: -0.072 -1.723 0.909  -0.61
C: -0.661 -2.201 -0.447  -0.62
C: 1.651 2.978 -0.411  0.06
O: -2.270 1.739 -0.144  -0.49
P: -1.121 0.844 -0.083  0.29
S: -1.000 -0.356 1.742  0.56
S: -1.307 -0.820 -1.449  0.58
H: -0.179 -2.435 1.712  0.04
H: 0.973 -1.372 0.596  0.10
H: 0.123 -2.802 -0.960  0.07
H: -1.502 -2.969 -0.347  0.09
H: 1.661 2.474 0.476  -0.08
H: 2.627 2.752 -0.939  0.01
H: 1.076 3.890 -0.654  0.01

The value obtained for the molar mass is 154.2 Da. The multiplicity is 1. The total charge is 0. The value obtained for the gap between HOMO and LUMO (alpha / beta) is 0.30728 / 0.26501 Eh. Its energy above the lowest of the compared OMol25 structures with the same formula, charge and spin is 353.0 kJ/mol. The value obtained for the HOMO energy (alpha / beta) is -8.54 / -9.14 eV. For the electronic energy, the calculation gives -36228.8048 eV.

=====

Computed, not measured: an isolated ion of composition C3H7OS and charge -1 at a distorted geometry, with ωB97M-V/def2-TZVPD.

Each line ends with the Löwdin charge.
Element x y z (Å)
O: 1.140 1.403 1.583  -0.34
C: -0.035 0.832 1.395  -0.62
C: -0.462 0.488 -0.048  -0.34
C: 0.297 -0.655 -0.681  -0.64
S: -0.262 -1.036 -2.363  0.64
H: -0.917 1.434 1.804  0.07
H: -0.190 -0.197 1.922  0.08
H: -1.525 0.217 -0.125  0.08
H: -0.284 1.422 -0.596  0.09
H: 0.218 -1.452 0.073  0.07
H: 1.383 -0.441 -0.625  0.08
H: 0.635 -2.016 -2.340  -0.18

The value obtained for the molar mass is 91.2 Da. The multiplicity is 1. The total charge is -1. The value obtained for the gap between HOMO and LUMO is 0.20509 Eh. Its energy above the lowest of the compared OMol25 structures with the same formula, charge and spin is 170.4 kJ/mol. The value obtained for the HOMO energy is -2.38 eV. For the electronic energy, the calculation gives -16106.5116 eV.

=====

Computed, not measured: a 2-piece molecular cluster, C3H7OS overall at a distorted geometry, with ωB97M-V/def2-TZVPD.

Each line ends with the Löwdin charge.
Element x y z (Å)
O: 0.678 -2.807 -2.985  -0.07
C: 0.214 -2.323 -1.978  -0.22
H: 0.537 -2.632 -0.976  0.02
H: -0.557 -1.542 -2.014  0.01
C: 0.575 1.578 0.940  -0.24
C: -0.734 0.877 1.161  -0.82
S: -0.898 -0.863 0.595  0.17
H: 0.933 1.378 -0.066  0.04
H: 0.464 2.671 0.949  0.05
H: 1.422 1.351 1.588  0.05
H: -1.140 0.879 2.176  0.01
H: -1.496 1.432 0.608  0.02

The value obtained for the molar mass is 91.2 Da. The multiplicity is 1. The total charge is -1. The value obtained for the gap between HOMO and LUMO is 0.23899 Eh. Its energy above the lowest of the compared OMol25 structures with the same formula, charge and spin is 110.9 kJ/mol. The value obtained for the HOMO energy is -2.46 eV. For the electronic energy, the calculation gives -16107.1284 eV.

=====

Computed, not measured: a 2-piece molecular cluster, C3H7OS overall at a distorted geometry, with ωB97M-V/def2-TZVPD.

Each line ends with the Löwdin charge.
Element x y z (Å)
S: -1.486 0.029 1.920  -0.04
H: -1.753 0.639 3.067  -0.46
O: -0.364 2.044 -1.688  -0.03
C: -0.075 1.303 -0.756  -0.31
C: -0.047 -0.232 -0.889  -0.30
C: 0.995 -0.973 -0.026  -0.17
H: 0.131 1.673 0.279  0.08
H: 0.001 -0.511 -1.980  0.11
H: -1.029 -0.521 -0.469  0.02
H: 1.990 -0.575 -0.166  0.04
H: 0.927 -2.083 -0.320  0.09
H: 0.709 -0.793 1.029  -0.03

The value obtained for the molar mass is 91.2 Da. The multiplicity is 1. The total charge is -1. The value obtained for the gap between HOMO and LUMO is 0.25960 Eh. Its energy above the lowest of the compared OMol25 structures with the same formula, charge and spin is 43.0 kJ/mol. The value obtained for the HOMO energy is -2.95 eV. For the electronic energy, the calculation gives -16107.8320 eV.

=====

Computed, not measured: a 2-piece molecular cluster, C3H7OS overall, with ωB97M-V/def2-TZVPD.

Each line ends with the Löwdin charge.
Element x y z (Å)
S: 0.528 2.287 -0.186  -0.22
H: 0.881 3.579 -0.306  -0.48
C: -0.743 -0.629 0.092  -0.33
O: -2.033 -1.294 0.058  -0.12
C: 0.320 -1.649 0.340  -0.17
C: 1.586 -1.474 -0.012  -0.02
H: -0.801 0.118 0.883  0.06
H: -0.563 -0.134 -0.856  0.06
H: -2.590 -0.792 -0.545  0.07
H: 0.025 -2.587 0.805  0.09
H: 2.330 -2.252 0.123  0.04
H: 1.916 -0.567 -0.510  0.03

The value obtained for the molar mass is 91.2 Da. The multiplicity is 1. The total charge is -1. The value obtained for the gap between HOMO and LUMO is 0.23891 Eh. Its energy above the lowest of the compared OMol25 structures with the same formula, charge and spin is 106.6 kJ/mol. The value obtained for the HOMO energy is -2.71 eV. For the electronic energy, the calculation gives -16107.1726 eV.

=====

Computed, not measured: C3H7OS2 as an isolated structure at a distorted geometry, with ωB97M-V/def2-TZVPD.

Each line ends with the Löwdin charge.
Element x y z (Å)
C: 1.678 -1.163 -0.709  -1.09
C: -1.044 -0.480 -0.592  -0.07
C: 0.305 0.315 1.253  -0.04
O: 0.107 -0.722 0.241  -0.41
S: 2.025 -2.570 -0.266  1.02
S: 1.696 0.158 -1.761  0.91
H: -0.890 -0.993 -1.444  0.05
H: -1.930 -0.880 -0.090  0.11
H: -1.336 0.652 -0.667  0.15
H: -0.670 0.730 1.747  0.15
H: 0.930 -0.234 1.890  0.08
H: 0.829 1.240 1.008  0.09
H: 3.112 0.029 -2.145  0.03

The value obtained for the molar mass is 123.2 Da. The multiplicity is 1. The total charge is +1. The value obtained for the gap between HOMO and LUMO is 0.35142 Eh. Its energy above the lowest of the compared OMol25 structures with the same formula, charge and spin is 236.1 kJ/mol. The value obtained for the HOMO energy is -14.94 eV. For the electronic energy, the calculation gives -26931.8666 eV.

=====

Computed, not measured: C3H7PS3 as an isolated structure at a distorted geometry, with ωB97M-V/def2-TZVPD.

Each line ends with the Löwdin charge.
Element x y z (Å)
C: 1.853 0.210 0.842  -0.45
C: 1.188 -1.079 -0.920  -0.52
C: 0.598 -0.041 0.015  -0.76
P: -3.753 0.295 -0.376  0.47
S: 2.877 -0.711 -0.394  0.82
S: -0.801 -0.638 1.048  0.43
S: -2.148 -1.242 -0.322  0.02
H: 2.147 1.182 0.885  0.02
H: 1.870 -0.302 1.923  0.12
H: 0.900 -2.203 -0.642  0.12
H: 1.064 -0.957 -1.959  0.05
H: 0.299 0.777 -0.439  0.04
H: -3.383 0.514 0.950  -0.20
H: -2.635 1.029 -1.012  -0.15

The value obtained for the molar mass is 170.3 Da. The multiplicity is 1. The total charge is 0. The value obtained for the gap between HOMO and LUMO is 0.32420 Eh. Its energy above the lowest of the compared OMol25 structures with the same formula, charge and spin is 239.7 kJ/mol. The value obtained for the HOMO energy is -8.71 eV. For the electronic energy, the calculation gives -45017.2472 eV.

=====

Computed, not measured: a 2-piece molecular cluster, C3H7PS3 overall at a distorted geometry, with ωB97M-V/def2-TZVPD.

Each line ends with the Löwdin charge.
Element x y z (Å)
C: 1.232 0.085 -1.055  -0.62
C: 1.563 -1.322 -0.498  -0.68
C: -2.382 1.054 0.186  -0.04
P: -0.363 0.031 1.434  -0.14
S: -0.456 0.162 3.338  0.10
S: 1.191 1.258 0.414  0.49
S: 0.372 -1.908 0.727  0.53
H: 2.084 0.338 -1.781  0.09
H: 0.240 0.044 -1.673  0.10
H: 1.619 -1.787 -1.489  0.07
H: 2.540 -1.436 0.097  0.09
H: -1.896 1.963 -0.246  0.00
H: -2.758 0.316 -0.559  0.01
H: -2.985 1.203 1.106  0.00

The value obtained for the molar mass is 170.3 Da. The multiplicity is 1. The total charge is 0. The value obtained for the gap between HOMO and LUMO is 0.28139 Eh. Its energy above the lowest of the compared OMol25 structures with the same formula, charge and spin is 200.3 kJ/mol. The value obtained for the HOMO energy is -8.51 eV. For the electronic energy, the calculation gives -45017.6553 eV.